Entry 1:
18
Properties=species:S:1:pos:R:3:forces:R:3 method="wB97M-V/def2-TZVPD" e_above_lowest_ev=2.768 charge=-1 e_homo_ev=-4.520 homo_lumo_gap_ev=7.673 smiles="O=C([O-])C1(C(=O)[N+](=O)[O-])CCC1" fmax_ev_per_a=3.8
C 1.3405 0.5025 0.6908 -1.64 -0.55 0.04
C 0.7008 -1.8703 -0.3489 -0.12 1.97 0.61
C -2.0184 0.3691 0.0729 -1.67 0.00 0.36
C -1.0351 -0.3377 1.0281 -2.17 0.13 -0.60
C -0.8469 0.4944 -0.9269 -0.34 1.33 -0.01
C 0.0735 -0.1642 0.0835 3.63 -0.47 1.13
N 2.3193 1.1013 -0.3702 2.96 0.51 -0.32
O 1.6605 -1.7818 -1.0583 1.59 0.23 -1.52
O 1.9108 1.5535 -1.4292 -0.14 -0.48 0.91
O 1.7385 0.6207 1.8253 -0.96 -0.44 -1.59
O 0.0891 -2.7396 0.1987 -1.26 -1.07 0.74
O 3.5232 1.1382 -0.0275 -2.44 -0.11 -0.67
H -2.9251 -0.1677 -0.2709 0.87 -0.85 -0.13
H -2.6266 1.1876 0.5033 1.32 0.83 -0.31
H -1.0721 -0.1779 2.0543 0.59 1.38 1.86
H -1.2852 -1.3377 1.0159 -0.43 -2.54 -0.18
H -0.9882 0.1102 -1.9191 0.03 -0.93 -0.30
H -0.5585 1.4994 -1.1218 0.18 1.06 -0.02

Entry 2:
107
Properties=species:S:1:pos:R:3:forces:R:3 method="wB97M-V/def2-TZVPD" e_above_lowest_ev=3.686 charge=-1 e_homo_ev=-2.582 homo_lumo_gap_ev=3.833 fmax_ev_per_a=5.8
C -0.5856 3.8192 -0.3859 0.27 0.26 -0.14
C -0.9812 3.1025 0.8992 -0.37 -0.56 0.29
C -2.1694 3.7958 1.5636 0.06 -0.20 0.03
C 0.2123 2.9257 1.8197 -0.29 -0.08 -0.27
C 0.4451 3.7867 2.8903 0.33 -0.03 -0.01
C 1.6436 3.7154 3.5989 -0.12 -0.19 -0.05
C 2.6241 2.8058 3.2139 -0.15 0.19 -0.05
C 2.4175 1.9356 2.1418 0.32 -0.49 -0.08
C 3.5948 1.0673 1.6778 -0.45 -0.02 0.03
C 3.9602 0.0191 2.7282 -0.14 -0.16 0.03
C 4.8262 1.9107 1.3330 -0.09 0.19 -0.13
C 1.1564 1.9258 1.5241 0.04 1.10 0.26
N 0.8988 1.0419 0.3985 0.57 -0.46 -2.74
N 1.3812 1.4480 -0.8160 0.34 -1.92 0.52
N 1.3407 0.3515 -1.5974 -0.27 1.00 2.02
C 1.6692 0.3269 -3.0115 -0.01 -0.02 -0.72
C 2.8399 -0.3437 -3.4230 0.02 -0.02 0.31
C 3.9587 -0.6023 -2.4192 -0.33 -0.43 0.14
C 4.6764 0.7093 -2.1038 0.03 0.26 -0.09
C 4.9461 -1.6814 -2.8675 -0.06 -0.01 0.03
C 2.9575 -0.7030 -4.7641 -0.07 0.18 0.03
C 1.9725 -0.3422 -5.6841 -0.04 0.26 -0.02
C 0.8983 0.4477 -5.2871 0.25 -0.10 0.07
C 0.7218 0.7853 -3.9404 -0.27 0.12 0.21
C -0.4809 1.6449 -3.5375 0.23 -0.35 0.31
C -1.8048 1.0555 -4.0171 -0.10 -0.22 -0.01
C -0.2905 3.0733 -4.0506 0.23 0.02 0.03
C 0.8251 -0.7323 -0.8967 0.30 0.73 -2.18
C 0.7736 -2.0486 -1.5154 -0.01 -1.53 -0.54
C 1.5758 -3.0722 -0.9607 0.00 0.81 -0.45
C 1.8020 -4.2368 -1.6850 -0.02 -0.08 -0.07
C 1.0893 -4.4739 -2.8643 -0.17 0.07 0.14
C 0.1324 -3.5527 -3.3074 0.22 0.00 -0.02
C 0.0229 -2.3174 -2.6806 0.32 0.45 0.50
C 0.4483 -0.2773 0.3108 -0.56 1.25 1.61
C -0.5740 -0.9723 1.1536 1.76 0.54 0.36
H 0.3073 3.3648 -0.8294 -0.27 0.32 0.00
H -1.4017 3.7706 -1.1183 0.11 0.05 0.17
H -0.3648 4.8748 -0.1731 -0.02 -0.14 -0.12
H -1.3135 2.0909 0.6333 -0.09 0.21 0.08
H -2.4056 3.3086 2.5168 -0.02 0.15 -0.15
H -1.9541 4.8595 1.7311 -0.15 -0.14 0.01
H -3.0448 3.7080 0.9102 0.14 0.08 0.14
H -0.3059 4.5331 3.1562 0.27 -0.30 -0.10
H 1.8184 4.3843 4.4422 -0.03 -0.18 -0.21
H 3.5865 2.7827 3.7312 -0.34 0.04 -0.15
H 3.2640 0.5560 0.7654 0.18 -0.07 0.07
H 3.0917 -0.6009 2.9770 0.16 0.08 0.05
H 4.7562 -0.6350 2.3524 -0.09 0.10 0.09
H 4.3140 0.5071 3.6463 -0.08 -0.16 -0.17
H 4.5918 2.6506 0.5583 0.06 -0.08 0.15
H 5.1935 2.4454 2.2189 -0.04 -0.12 -0.21
H 5.6355 1.2716 0.9569 -0.16 0.10 0.13
H 3.4830 -0.9641 -1.4943 0.13 0.06 -0.13
H 3.9735 1.4575 -1.7153 0.19 -0.11 -0.07
H 5.4673 0.5569 -1.3595 -0.14 0.00 -0.14
H 5.1315 1.1137 -3.0198 -0.06 -0.05 0.22
H 4.4292 -2.6243 -3.0845 0.10 0.18 -0.01
H 5.4972 -1.3586 -3.7602 -0.03 -0.12 0.18
H 5.6740 -1.8742 -2.0700 -0.12 0.08 -0.16
H 3.8320 -1.2639 -5.0980 -0.33 0.19 0.11
H 2.0703 -0.6383 -6.7305 -0.02 0.07 0.31
H 0.1631 0.7962 -6.0176 0.29 -0.18 0.24
H -0.4946 1.6682 -2.4400 -0.18 0.14 -0.22
H -2.0212 0.1054 -3.5160 -0.07 0.14 -0.05
H -2.6321 1.7395 -3.7945 0.17 -0.13 -0.02
H -1.7850 0.8774 -5.0992 -0.09 0.08 0.16
H 0.6507 3.4866 -3.6695 -0.14 0.04 -0.11
H -0.2518 3.0796 -5.1481 -0.04 0.07 0.19
H -1.1131 3.7174 -3.7190 0.13 -0.14 -0.09
H 2.0457 -2.8914 0.0116 0.01 -0.14 -0.41
H 2.5355 -4.9609 -1.3210 -0.40 0.15 -0.07
H 1.2550 -5.3949 -3.4274 -0.09 0.24 0.24
H -0.5168 -3.7808 -4.1569 0.35 0.09 0.23
H -0.6457 -1.5404 -3.0640 0.17 -0.47 0.16
H -0.3292 -2.0886 1.0097 0.20 1.37 0.54
H -0.5430 -0.6233 2.1915 0.01 -0.33 -0.07
O -2.5410 0.3690 0.6359 0.36 -0.64 1.03
C -1.9107 -0.6827 0.5147 -0.82 2.28 -3.19
Co -1.5459 -3.2059 0.4739 -0.25 -1.76 0.56
C -2.3282 -1.7311 -0.4757 -0.02 -1.31 2.51
O -2.8814 -1.7065 -1.5500 -0.13 1.31 -1.38
C -0.5658 -4.6536 0.5817 0.06 -1.00 0.91
O -0.0089 -5.6652 0.7124 -0.27 0.95 -0.34
C -3.6389 -1.4742 3.1881 1.68 -1.62 -2.43
C -4.9489 -1.2654 2.6624 -0.52 0.34 -0.19
C -5.4033 0.0657 2.5395 -0.36 -0.41 -0.05
C -6.7217 0.3151 2.1676 0.09 -0.27 0.00
C -7.5969 -0.7534 1.9131 0.12 0.02 0.02
C -7.1379 -2.0758 2.0035 0.02 0.35 0.06
C -5.8191 -2.3370 2.3679 0.09 0.49 0.03
C -2.4367 -1.9877 3.0908 -2.94 -0.38 -2.16
C -1.5699 -2.9569 2.4666 0.25 -2.02 -0.27
Co -2.7176 -1.2800 4.7372 1.54 1.47 5.39
C -1.7843 0.2173 4.6183 -0.12 1.21 -0.26
O -1.1879 1.2044 4.5107 0.13 -0.23 0.05
C -1.7154 -2.2630 5.7921 0.22 -0.92 0.03
O -1.0979 -2.9071 6.5265 0.04 0.26 -0.09
C -4.0050 -1.2658 5.9429 -0.78 0.14 -0.02
O -4.8400 -1.3049 6.7418 0.33 0.04 -0.21
H -4.7010 0.8738 2.7696 -0.32 -0.32 -0.08
H -7.0644 1.3501 2.1012 -0.03 -0.31 -0.04
H -8.6388 -0.5478 1.6556 0.30 -0.10 0.04
H -7.8147 -2.9110 1.8151 0.11 0.25 -0.01
H -5.4495 -3.3599 2.4634 -0.10 0.32 -0.02
H -0.5587 -2.8867 2.9012 -0.14 -0.20 -0.22
H -1.9378 -3.9782 2.7114 0.08 0.36 0.18

Entry 3:
25
Properties=species:S:1:pos:R:3:forces:R:3 method="wB97M-V/def2-TZVPD" e_above_lowest_ev=0.043 charge=-1 e_homo_ev=-5.707 homo_lumo_gap_ev=8.045 fmax_ev_per_a=0.1
Pt -0.1756 0.1240 -0.0157 -0.04 -0.03 -0.03
O -1.7435 3.2104 2.0892 0.01 0.00 0.00
C -1.1600 2.4002 1.3894 -0.03 0.00 -0.01
O -1.3931 1.1391 1.3037 0.00 -0.03 0.03
C -0.0258 2.8899 0.4997 -0.01 0.01 0.02
C 0.3673 4.2129 0.4620 0.01 0.00 0.00
C 1.4104 4.5754 -0.3738 -0.01 -0.01 0.00
C 2.0263 3.6000 -1.1440 0.00 0.01 0.00
C 1.5862 2.2920 -1.0611 0.00 -0.01 0.00
N 0.5778 1.9579 -0.2514 0.02 -0.03 -0.02
H -0.1610 4.9134 1.0927 0.00 0.00 0.00
H 1.7411 5.6048 -0.4253 0.00 0.00 0.00
H 2.8445 3.8408 -1.8080 0.00 0.00 0.00
H 2.0090 1.4700 -1.6249 0.00 0.01 0.00
C -1.6321 -1.7172 2.7852 0.01 0.00 0.00
S -0.7972 -2.5445 1.4574 -0.01 0.00 0.00
O -1.0925 -1.6773 0.2447 0.01 0.05 0.03
O -1.4478 -3.8183 1.2799 0.00 -0.01 0.00
O 0.6100 -2.5531 1.7798 -0.01 0.00 0.01
H -2.6940 -1.6871 2.5537 0.00 0.00 0.00
H -1.2408 -0.7075 2.8773 -0.01 0.00 0.00
H -1.4504 -2.2935 3.6900 0.00 0.00 0.00
O 2.2011 -2.2854 -2.8432 0.00 -0.01 0.00
S 1.1785 -2.0348 -1.8240 -0.03 0.10 0.09
N 1.0958 -0.6214 -1.3486 0.07 -0.04 -0.10

Entry 4:
102
Properties=species:S:1:pos:R:3:forces:R:3 method="wB97M-V/def2-TZVPD" e_homo_ev=-8.891 homo_lumo_gap_ev=9.606 smiles="CCOP(=O)(CC[C@](CCCCCCCCCCOC)(OC)[C@H](CC)OC)OCC.COCCOCCOC" fmax_ev_per_a=5.6
C 0.7431 -2.4439 3.3650 -0.79 0.02 -0.49
C -0.7592 -2.3284 2.8951 0.50 -0.89 1.98
O -1.0905 -1.1769 2.1004 0.65 -1.27 -2.22
P -0.1387 -0.9773 0.7422 4.10 3.66 1.27
O 1.1283 -0.2535 1.1792 -2.12 -1.91 -0.76
C -1.0158 0.2544 -0.3952 -1.66 -1.89 0.26
C -0.5065 0.1950 -1.8740 0.10 -0.40 0.05
C 0.0037 1.5247 -2.5430 0.24 0.24 0.45
C -1.1682 2.1220 -3.3956 -0.67 0.57 0.05
C -2.4575 2.5175 -2.5469 -0.23 0.46 -1.16
C -3.7439 1.9236 -3.2350 -0.14 -0.33 0.85
C -3.9883 0.3924 -2.9757 -0.92 -0.36 -0.90
C -3.7162 -0.4980 -4.2499 -0.22 -0.13 0.83
C -3.7563 -2.0455 -3.9775 0.36 -0.11 -1.20
C -2.6464 -2.6942 -4.8939 -0.55 -0.67 0.58
C -2.6214 -4.2619 -4.8565 0.52 -0.27 -0.24
C -1.5416 -4.8765 -3.8996 -0.47 -0.33 -0.58
C -0.0608 -4.4760 -4.2395 0.03 -0.89 0.78
O 0.0926 -3.8467 -5.5149 0.66 0.70 0.91
C 1.0617 -2.7974 -5.3803 0.37 0.57 -0.32
O 1.1808 1.1369 -3.2999 -0.89 0.27 -0.81
C 1.1192 1.3927 -4.6904 1.13 -0.25 -1.08
C 0.5351 2.6031 -1.5051 -1.53 0.58 -0.60
C 1.0401 3.9152 -2.1996 0.13 0.92 -0.05
C 1.3493 5.0696 -1.1462 0.11 -1.07 0.21
O 1.4098 2.0566 -0.5413 0.20 0.08 -0.81
C 2.7853 2.1555 -0.8670 1.52 0.51 0.28
O 0.3594 -2.3678 -0.0349 -2.24 1.01 1.32
C -0.6331 -3.3871 -0.2437 -0.81 -1.27 -0.90
C -2.1103 -2.9118 -0.4070 0.02 -0.70 -0.63
H 1.3940 -2.6818 2.4893 -0.31 0.38 0.86
H 1.0393 -1.4989 3.8633 0.03 -0.60 -0.50
H 0.7971 -3.2776 4.1040 -0.06 0.54 -0.53
H -1.3773 -2.2489 3.8262 0.35 0.14 -0.88
H -1.0444 -3.3061 2.4394 -0.01 0.89 -0.13
H -1.0213 1.2364 0.1139 0.50 -0.70 -0.21
H -2.0857 -0.0936 -0.3904 0.72 0.56 -0.01
H 0.2906 -0.5868 -1.9516 -0.38 0.91 0.05
H -1.3427 -0.1927 -2.5156 0.67 0.31 0.52
H -0.8903 3.0521 -3.9501 0.11 -0.88 0.47
H -1.5468 1.4279 -4.1869 0.73 0.24 0.78
H -2.5868 3.6302 -2.6077 0.30 -0.84 0.22
H -2.3749 2.2826 -1.4652 -0.24 -0.17 -0.75
H -4.6461 2.4650 -2.8581 0.74 -0.24 -0.28
H -3.7189 2.0806 -4.3442 0.15 0.07 0.89
H -5.0827 0.2695 -2.7567 0.89 0.01 0.02
H -3.4564 -0.0325 -2.0957 -0.13 0.52 -0.53
H -2.7116 -0.2459 -4.6662 -0.72 -0.13 0.19
H -4.4937 -0.2771 -5.0249 0.77 0.06 0.52
H -3.6298 -2.3331 -2.9111 0.09 0.36 -0.58
H -4.7360 -2.4802 -4.3058 0.67 0.43 0.38
H -2.8460 -2.3937 -5.9484 0.23 0.04 0.75
H -1.6403 -2.3113 -4.5930 -0.78 -0.16 -0.32
H -2.3948 -4.6383 -5.8853 -0.18 0.31 0.78
H -3.6086 -4.7135 -4.5777 0.65 0.59 -0.18
H -1.6135 -5.9881 -4.0143 -0.04 0.84 0.22
H -1.8309 -4.6485 -2.8438 0.52 -0.04 -0.71
H 0.5586 -5.4138 -4.2597 -0.46 0.70 0.08
H 0.3793 -3.8638 -3.4080 -0.48 -0.16 -0.79
H 1.9086 -3.0901 -4.7182 -0.51 0.05 -0.45
H 1.4955 -2.5215 -6.3704 -0.54 -0.43 0.59
H 0.6108 -1.8673 -4.9475 0.16 -0.67 -0.20
H 1.0461 2.4792 -4.9566 -0.25 -0.82 0.32
H 0.3551 0.7824 -5.2394 0.34 0.63 0.56
H 2.1036 1.0631 -5.1156 -0.72 0.21 0.49
H -0.3843 2.9167 -0.9378 0.82 -0.17 -0.25
H 1.9241 3.7445 -2.8633 -0.66 -0.05 0.66
H 0.2686 4.3606 -2.8782 0.39 -0.81 0.57
H 0.7399 5.9753 -1.3508 0.59 -0.53 0.13
H 1.0904 4.6832 -0.1285 0.14 0.44 -0.71
H 2.4404 5.2970 -1.1138 -0.88 0.09 -0.12
H 3.3947 1.3813 -0.3404 -0.97 0.35 -0.26
H 3.1913 3.1429 -0.5102 -0.34 -0.70 -0.28
H 3.0298 2.0850 -1.9474 -0.47 -0.16 0.61
H -0.3603 -3.9010 -1.2005 -0.06 0.54 0.72
H -0.5835 -4.1965 0.5309 0.17 0.91 -0.36
H -2.6856 -3.7945 -0.7945 0.48 0.65 0.38
H -2.1842 -2.1495 -1.2222 0.04 -0.41 0.85
H -2.6180 -2.6023 0.5301 0.50 0.10 -0.59
C 0.7014 1.5204 4.9760 0.04 -0.01 0.13
O 1.1619 1.3905 6.3063 0.26 -0.05 -0.15
C 1.5432 0.0583 6.6201 -0.10 0.45 0.30
C 2.6499 0.0474 7.6623 0.04 -0.20 -0.10
O 3.9311 0.4015 7.1493 -0.13 0.13 0.05
C 4.1337 1.7700 6.8060 0.16 -0.05 0.02
C 4.2212 2.7021 8.0035 -0.38 0.08 -0.23
O 2.9316 2.9442 8.5505 0.05 -0.29 0.20
C 2.9691 3.1911 9.9392 -0.08 0.10 -0.20
H -0.2378 0.9735 4.8410 -0.01 -0.02 -0.17
H 0.5335 2.5783 4.7771 -0.05 -0.03 0.10
H 1.4520 1.1550 4.2671 -0.10 -0.08 -0.09
H 1.8879 -0.4699 5.7253 0.05 0.01 -0.02
H 0.6583 -0.4536 7.0190 0.07 -0.25 0.01
H 2.7580 -0.9813 8.0169 0.06 -0.01 -0.10
H 2.3924 0.6526 8.5317 -0.14 0.16 -0.12
H 3.3899 2.1078 6.0838 -0.14 0.10 0.18
H 5.0998 1.7956 6.2953 0.03 -0.07 0.09
H 4.6324 3.6673 7.6841 0.24 -0.05 -0.03
H 4.8844 2.2590 8.7553 0.00 -0.01 -0.01
H 3.4666 2.3723 10.4710 0.08 0.05 0.04
H 1.9426 3.2579 10.2992 0.01 0.04 -0.09
H 3.4808 4.1368 10.1492 0.06 -0.04 0.14

Entry 5:
45
Properties=species:S:1:pos:R:3:forces:R:3 method="wB97M-V/def2-TZVPD" e_above_lowest_ev=1.442 e_homo_ev=-9.603 homo_lumo_gap_ev=9.656 smiles="CC(=O)NC(C)C.O.O.O.O.O.O.O.O.O" fmax_ev_per_a=2.2
C 0.3699 -0.8250 2.3110 0.90 0.27 0.55
C 0.5490 -1.4785 0.9640 1.59 1.03 -1.19
N 0.2991 -0.7667 -0.1684 -0.07 -0.26 -0.16
C 1.4044 -0.3657 -2.3121 0.13 0.97 -0.42
C 0.5164 -1.3195 -1.5351 -0.29 0.28 0.78
C -0.8529 -1.4765 -2.1832 0.29 -0.68 -0.22
O 1.1928 -2.5340 0.8748 -0.49 -0.24 0.38
H 0.8663 0.1455 2.4369 -0.60 0.34 -0.95
H -0.6622 -0.7237 2.6230 0.04 -0.12 0.22
H 1.0439 -1.3439 2.9935 -0.79 -0.86 0.20
H -0.1168 0.1637 -0.1378 -0.15 -0.38 0.57
H 0.8119 0.4147 -2.8117 -0.10 -0.15 0.14
H 2.0873 0.1646 -1.6532 0.11 -0.12 0.03
H 2.0153 -0.8001 -3.1025 -0.13 -0.41 0.09
H 1.0149 -2.2768 -1.3874 -0.13 0.00 -0.08
H -1.5353 -1.9989 -1.5160 -0.04 -0.06 0.04
H -0.7653 -2.0672 -3.1014 -0.06 0.20 -0.02
H -1.2782 -0.5042 -2.4062 -0.07 0.09 -0.08
H -3.4103 -0.1078 -0.1998 0.51 0.14 0.20
H -3.8882 0.4784 -1.4882 0.31 0.20 -0.16
O -3.0969 0.4655 -0.9306 -0.98 -0.20 -0.04
H 3.9126 0.7846 -0.2012 -0.40 0.19 0.03
H 2.9738 1.5315 0.7256 0.00 -0.03 0.30
O 3.4720 1.6484 -0.0844 0.16 0.00 -0.24
H 1.6049 2.5588 -0.7419 0.39 0.17 0.09
H 0.5315 3.3179 -1.5012 -0.22 0.17 0.38
O 1.0783 3.3700 -0.7009 0.01 -0.24 -0.34
H 2.6185 -1.3075 0.0627 0.26 -0.90 0.15
H 4.1435 -1.8266 -0.1165 -0.72 -0.22 0.21
O 3.5319 -1.0840 -0.1415 0.86 0.76 -0.27
H -2.1233 1.4393 0.6423 0.05 -0.09 -0.20
H -0.9469 2.0178 1.4689 0.06 -0.29 -0.42
O -1.2684 1.1988 1.0157 -0.24 0.44 0.48
H -1.7175 2.0299 -1.5758 -0.10 0.05 0.02
H -2.3561 3.3208 -2.1098 0.21 -0.13 0.00
O -1.5055 2.8805 -1.9869 -0.15 0.01 -0.05
H -0.1313 -3.9719 1.7965 0.13 0.10 -0.09
H -0.5362 -4.4575 0.4390 0.11 0.01 -0.29
O -0.8881 -4.3263 1.3182 -0.40 -0.15 0.38
H -2.9204 -1.2765 1.8471 -0.12 0.03 -0.11
H -3.5785 0.0536 2.1940 0.07 0.14 0.09
O -3.6531 -0.6959 1.5992 0.00 -0.31 -0.08
H -0.9711 4.1614 1.5436 -0.15 -0.08 0.36
H 0.3667 3.7449 1.0892 0.29 -0.53 -0.26
O -0.2757 3.5372 1.7899 -0.12 0.83 -0.02